{
  "formula": "C21H36P2SV",
  "method": "ωB97M-V/def2-TZVPD",
  "species": ["P", "P", "C", "C", "H", "H", "H", "H", "C", "H", "H", "H", "C", "H", "H", "H", "C", "H", "H", "H", "C", "H", "H", "H", "V", "C", "C", "C", "C", "C", "C", "C", "C", "C", "H", "H", "H", "H", "H", "H", "H", "H", "H", "H", "H", "H", "H", "H", "H", "S", "C", "C", "C", "C", "C", "C", "H", "H", "H", "H", "H"],
  "positions_angstrom": [[0.86, -3.44, -0.82], [-1.63, 2.84, 1.33], [-0.78, 1.15, -1.07], [-0.75, 2.48, -0.18], [-1.76, 0.69, -0.75], [0.32, 0.88, -0.64], [0.38, 2.54, 0.05], [-0.90, 3.28, -0.95], [-3.33, 2.93, 0.64], [-3.84, 3.76, 1.15], [-3.84, 1.98, 0.86], [-3.24, 3.10, -0.44], [-0.77, 4.48, 1.37], [-0.49, 4.73, 0.33], [0.14, 4.30, 1.96], [-1.41, 5.26, 1.79], [-0.71, -4.44, -1.04], [-0.68, -5.16, -0.22], [-0.68, -4.94, -2.02], [-1.55, -3.77, -0.97], [2.63, -3.66, -0.13], [2.70, -3.05, 0.79], [3.49, -3.41, -0.81], [2.69, -4.75, 0.09], [0.11, -0.55, -0.66], [0.87, 0.80, -2.80], [-0.54, 1.17, -2.59], [-1.65, 0.33, -3.38], [-1.26, -1.08, -3.58], [-0.76, -1.50, -2.17], [0.67, -1.86, -1.94], [1.84, -1.50, -2.83], [1.67, -0.16, -3.58], [-1.16, -0.76, 1.06], [1.50, 1.49, -2.21], [-0.71, 2.27, -2.83], [-2.12, 0.78, -4.24], [-2.48, 0.35, -2.67], [-2.11, -1.72, -3.88], [-0.53, -1.22, -4.38], [-1.54, -2.24, -1.79], [1.12, -3.81, -2.16], [1.90, -2.38, -3.50], [2.76, -1.53, -2.25], [2.69, 0.25, -3.70], [1.32, -0.44, -4.58], [-1.14, 0.24, 1.46], [-0.75, -1.61, 1.66], [-1.97, -1.00, 0.35], [1.76, -0.01, 1.76], [1.41, 0.37, 3.40], [2.13, -0.34, 4.38], [1.98, -0.09, 5.73], [1.09, 0.92, 6.16], [0.38, 1.68, 5.19], [0.55, 1.42, 3.83], [2.85, -1.06, 4.05], [2.54, -0.67, 6.48], [0.95, 1.12, 7.24], [-0.29, 2.49, 5.54], [0.06, 2.06, 3.10]],
  "lowdin_charge": [1.057, 0.859, -0.358, -0.407, 0.116, 0.010, 0.099, 0.080, -0.290, 0.033, 0.036, 0.036, -0.278, 0.030, 0.041, 0.035, -0.201, 0.039, 0.061, 0.027, -0.192, 0.024, 0.066, 0.044, 0.452, -0.042, -0.281, -0.149, -0.196, -0.300, -0.554, -0.213, -0.171, -0.227, 0.132, 0.155, 0.108, 0.107, 0.114, 0.101, 0.087, 0.037, 0.110, 0.103, 0.125, 0.108, -0.064, -0.004, -0.016, 0.530, -0.736, -0.169, -0.121, -0.122, -0.102, -0.133, 0.071, 0.095, 0.091, 0.096, 0.010],
  "homo_lumo_gap_ev": [4.59, 4.52],
  "multiplicity": 4,
  "s2": 3.79
}

{
  "formula": "C6H15NO",
  "method": "ωB97M-V/def2-TZVPD",
  "species": ["C", "C", "N", "C", "C", "C", "C", "H", "H", "H", "H", "H", "H", "H", "H", "H", "H", "H", "H", "H", "O", "H", "H"],
  "positions_angstrom": [[0.50, 2.68, -0.73], [0.44, 1.15, -0.69], [0.15, 0.67, 0.68], [-1.31, 0.44, 0.84], [-1.56, -1.09, 0.92], [-0.20, -1.71, 1.09], [0.84, -0.57, 0.99], [-0.36, 3.17, -1.18], [1.42, 3.03, -1.21], [0.47, 3.02, 0.31], [-0.08, 0.63, -1.55], [1.37, 0.67, -1.06], [-1.88, 0.96, 0.07], [-1.60, 0.99, 1.75], [-2.23, -1.23, 1.78], [-2.09, -1.48, 0.05], [0.03, -2.54, 0.42], [-0.10, -2.15, 2.09], [1.42, -0.47, 1.92], [1.63, -0.78, 0.25], [0.96, -1.34, -2.36], [0.47, -1.35, -1.52], [0.86, -2.23, -2.68]],
  "lowdin_charge": [-0.078, -0.281, -0.161, -0.171, -0.167, -0.183, -0.195, 0.059, 0.069, 0.070, 0.114, 0.091, 0.106, 0.111, 0.106, 0.101, 0.095, 0.108, 0.109, 0.100, -0.045, 0.007, 0.035],
  "homo_lumo_gap_ev": 9.22,
  "smiles": "CCN1CCCC1.O"
}

{
  "formula": "C7H12O",
  "method": "ωB97M-V/def2-TZVPD",
  "species": ["C", "C", "C", "C", "C", "C", "C", "O", "H", "H", "H", "H", "H", "H", "H", "H", "H", "H", "H", "H"],
  "positions_angstrom": [[-2.92, 1.33, 0.69], [-2.74, 0.36, -0.46], [-1.32, 0.33, -0.82], [-0.55, -0.65, -0.48], [0.85, -0.53, -0.83], [1.80, -0.38, 0.09], [3.27, -0.08, -0.06], [1.62, -0.62, 1.36], [-1.94, 1.99, 0.65], [-3.11, 0.81, 1.62], [-3.75, 2.01, 0.49], [-2.93, -0.73, -0.11], [-3.52, 0.50, -1.20], [-1.05, 1.35, -1.34], [-1.07, -1.47, 0.17], [1.19, -0.38, -1.76], [3.66, 0.13, 0.97], [3.46, 0.93, -0.46], [3.86, -0.98, -0.44], [1.90, -1.42, 1.79]],
  "lowdin_charge": [-0.113, -0.312, -0.199, -0.114, -0.056, -0.440, -0.038, 0.034, 0.113, 0.063, 0.060, 0.122, 0.099, 0.164, 0.151, 0.079, 0.083, 0.080, 0.105, 0.118],
  "homo_lumo_gap_ev": 9.28,
  "smiles": "CC/C=C/C=C(/C)O"
}